[1]
Density functional theory data (the ωB97M-V functional and the def2-TZVPD basis) for a single C25H29N3O3 molecule.

Output
* electronic energy: -1360.0655 Eh
* frontier orbital gap: 9.33 eV
* structure (SMILES): O=C(O)CCCCCCCCc1cn(Cc2ccc(C(=O)c3ccccc3)cc2)nn1
* spin multiplicity: 1
* ΔE to the lowest compared entry with this formula, charge and spin: 55.8 kcal per mole
* LUMO energy: -0.011 eV

Structure (XYZ):
```
60
Properties=species:S:1:pos:R:3:nbo_charge:R:1
O -0.467 -0.105 -0.750 -0.657
C -1.639 0.121 -0.557 0.817
O -2.391 0.800 -1.414 -0.707
H -1.885 1.018 -2.235 0.511
C -2.405 -0.348 0.656 -0.516
C -2.110 -1.831 0.891 -0.395
C -2.754 -2.701 -0.194 -0.401
C -2.026 -4.025 -0.435 -0.385
C -0.637 -3.877 -1.061 -0.392
C -0.653 -3.187 -2.423 -0.414
C 0.735 -3.135 -3.054 -0.373
H 1.448 -2.750 -2.321 0.197
H 1.054 -4.139 -3.341 0.199
C 0.759 -2.227 -4.293 -0.430
C 0.558 -0.804 -3.912 0.100
C 1.478 0.127 -3.466 -0.074
N 0.755 1.238 -3.224 -0.139
N -0.524 1.004 -3.488 -0.118
N -0.648 -0.206 -3.904 -0.240
C 1.189 2.500 -2.676 -0.235
C 0.904 2.511 -1.194 -0.008
C 1.775 1.882 -0.313 -0.189
C 1.462 1.777 1.027 -0.163
C 0.255 2.284 1.501 -0.173
C -0.616 2.917 0.619 -0.116
C -0.286 3.044 -0.715 -0.216
H -0.972 3.525 -1.397 0.220
H -1.557 3.294 0.991 0.226
C -0.171 2.065 2.907 0.545
O -1.319 1.770 3.175 -0.540
C 0.868 2.204 3.956 -0.101
C 1.960 3.055 3.801 -0.189
C 2.888 3.180 4.818 -0.222
C 2.742 2.454 5.990 -0.186
C 1.653 1.612 6.154 -0.218
C 0.715 1.495 5.147 -0.168
H -0.144 0.850 5.257 0.231
H 1.535 1.053 7.070 0.217
H 3.473 2.551 6.779 0.215
H 3.730 3.846 4.698 0.216
H 2.067 3.634 2.895 0.223
H 2.130 1.259 1.699 0.223
H 2.694 1.452 -0.683 0.208
H 2.257 2.614 -2.875 0.221
H 0.631 3.293 -3.180 0.231
H 2.536 0.079 -3.323 0.224
H 1.720 -2.329 -4.803 0.214
H -0.038 -2.523 -4.976 0.225
H -1.007 -2.164 -2.306 0.222
H -1.341 -3.706 -3.094 0.193
H 0.013 -3.310 -0.393 0.198
H -0.202 -4.875 -1.171 0.196
H -2.641 -4.640 -1.097 0.197
H -1.929 -4.557 0.515 0.197
H -3.788 -2.915 0.088 0.204
H -2.788 -2.143 -1.130 0.198
H -2.470 -2.131 1.876 0.205
H -1.027 -1.955 0.876 0.213
H -2.078 0.243 1.515 0.258
H -3.468 -0.172 0.496 0.220
```

---

[2]
Density functional theory data (the ωB97M-V functional and the def2-TZVPD basis) for a single C25H29N3O4S2 molecule in a non-equilibrium geometry.

Output
* electronic energy: -2231.6511 Eh
* frontier orbital gap: 9.24 eV
* structure (SMILES): Cc1ccc(S(=O)(=O)N(C)c2ccc(C(=O)NC[C@@H](c3cccs3)N3CCOCC3)cc2)cc1
* spin multiplicity: 1
* ΔE to the lowest compared entry with this formula, charge and spin: 0.0 kcal per mole
* LUMO energy: 0.455 eV

Structure (XYZ):
```
63
Properties=species:S:1:pos:R:3:nbo_charge:R:1
C -5.827 -3.435 2.250 -0.631
C -5.611 -2.182 1.460 0.009
C -4.751 -1.193 1.932 -0.203
C -4.559 -0.024 1.220 -0.204
C -5.234 0.156 0.027 -0.285
C -6.091 -0.809 -0.463 -0.214
C -6.282 -1.975 0.259 -0.210
H -6.956 -2.732 -0.114 0.215
H -6.607 -0.626 -1.393 0.241
S -4.881 1.596 -0.969 2.316
O -5.898 1.770 -1.960 -0.934
O -4.559 2.705 -0.128 -0.925
N -3.483 1.085 -1.793 -0.680
C -2.363 0.780 -1.015 0.236
C -1.702 -0.445 -1.114 -0.303
C -0.588 -0.711 -0.341 -0.124
C -0.111 0.232 0.562 -0.175
C -0.778 1.452 0.667 -0.148
C -1.874 1.733 -0.119 -0.260
H -2.378 2.681 -0.038 0.254
H -0.408 2.180 1.373 0.236
C 1.068 0.001 1.439 0.675
O 1.177 0.518 2.537 -0.636
N 2.003 -0.840 0.932 -0.617
H 1.943 -1.110 -0.038 0.405
C 3.281 -1.044 1.559 -0.226
H 3.229 -0.610 2.558 0.242
H 3.477 -2.118 1.654 0.206
C 4.436 -0.427 0.733 -0.079
N 4.233 0.988 0.449 -0.446
C 5.360 1.546 -0.287 -0.257
C 5.025 2.977 -0.703 -0.070
O 4.767 3.789 0.414 -0.522
C 3.714 3.245 1.175 -0.069
C 4.013 1.816 1.628 -0.275
H 3.153 1.459 2.191 0.242
H 4.902 1.817 2.283 0.166
H 3.589 3.898 2.039 0.197
H 2.788 3.241 0.581 0.165
H 5.867 3.430 -1.229 0.194
H 4.146 2.960 -1.365 0.163
H 5.550 0.946 -1.178 0.217
H 6.273 1.554 0.334 0.170
C 4.512 -1.187 -0.556 -0.182
C 3.785 -0.996 -1.692 -0.307
C 4.055 -1.962 -2.689 -0.251
C 4.972 -2.878 -2.292 -0.415
S 5.535 -2.577 -0.694 0.442
H 5.361 -3.716 -2.835 0.237
H 3.584 -1.969 -3.656 0.226
H 3.108 -0.171 -1.823 0.240
H 5.370 -0.597 1.307 0.186
H -0.118 -1.681 -0.422 0.207
H -2.059 -1.206 -1.791 0.219
C -3.777 0.268 -2.947 -0.431
H -4.592 0.757 -3.476 0.248
H -4.091 -0.748 -2.678 0.184
H -2.900 0.222 -3.591 0.215
H -3.902 0.753 1.577 0.244
H -4.228 -1.343 2.865 0.218
H -6.189 -4.240 1.616 0.218
H -4.907 -3.749 2.737 0.222
H -6.571 -3.256 3.027 0.228
```

---

[3]
Density functional theory data (the ωB97M-V functional and the def2-TZVPD basis) for a single C25H29NO4S molecule.

Output
* electronic energy: -1723.9652 Eh
* frontier orbital gap: 7.88 eV
* structure (SMILES): CCO[C@@H](Cc1ccc(OCCn2c(C)ccc2-c2ccc(SC)cc2)cc1)C(=O)O
* spin multiplicity: 1
* ΔE to the lowest compared entry with this formula, charge and spin: 0.0 kcal per mole
* LUMO energy: 0.566 eV

Structure (XYZ):
```
60
Properties=species:S:1:pos:R:3:nbo_charge:R:1
C 3.741 -2.763 3.621 -0.647
C 4.189 -3.211 2.235 -0.057
H 4.986 -3.956 2.313 0.191
O 3.176 -3.858 1.485 -0.558
C 2.104 -3.017 1.076 -0.039
C 0.916 -3.198 2.029 0.769
O 0.012 -2.418 2.132 -0.587
O 0.976 -4.340 2.710 -0.675
H 1.836 -4.764 2.497 0.504
C 1.664 -3.428 -0.346 -0.412
C 0.771 -2.383 -0.949 -0.063
C -0.607 -2.489 -0.883 -0.163
C -1.430 -1.501 -1.396 -0.331
C -0.877 -0.371 -1.986 0.384
C 0.512 -0.270 -2.076 -0.269
C 1.318 -1.260 -1.561 -0.185
H 2.392 -1.167 -1.636 0.207
H 0.928 0.604 -2.552 0.225
O -1.578 0.670 -2.524 -0.511
C -2.980 0.690 -2.409 -0.073
H -3.413 -0.255 -2.762 0.176
H -3.298 1.493 -3.079 0.205
C -3.468 0.988 -0.976 -0.250
N -3.366 2.385 -0.654 -0.333
C -4.348 3.304 -0.904 0.146
C -3.844 4.552 -0.645 -0.303
C -2.503 4.392 -0.259 -0.270
C -2.224 3.045 -0.270 0.106
C -0.954 2.412 0.061 -0.069
C -0.841 1.319 0.920 -0.203
C 0.388 0.764 1.206 -0.167
C 1.542 1.309 0.656 -0.184
C 1.455 2.422 -0.166 -0.241
C 0.218 2.957 -0.463 -0.181
H 0.152 3.811 -1.120 0.220
H 2.338 2.879 -0.584 0.212
S 3.079 0.536 1.081 0.230
C 4.260 1.241 -0.108 -0.738
H 4.456 2.282 0.130 0.220
H 5.173 0.663 -0.001 0.234
H 3.867 1.135 -1.116 0.221
H 0.451 -0.099 1.850 0.235
H -1.715 0.906 1.403 0.215
H -1.824 5.170 0.030 0.219
H -4.380 5.478 -0.725 0.217
C -5.715 2.924 -1.357 -0.644
H -6.209 2.278 -0.630 0.213
H -5.692 2.404 -2.315 0.209
H -6.313 3.824 -1.471 0.233
H -2.866 0.408 -0.275 0.234
H -4.512 0.680 -0.884 0.217
H -2.498 -1.633 -1.324 0.214
H -1.058 -3.354 -0.419 0.214
H 2.571 -3.546 -0.942 0.226
H 1.157 -4.394 -0.300 0.215
H 2.410 -1.965 1.064 0.227
H 4.564 -2.346 1.672 0.170
H 2.953 -2.016 3.548 0.215
H 4.584 -2.320 4.145 0.222
H 3.374 -3.607 4.202 0.212
```

---

| no. | highest occupied orbital energy (eV) |
| --- | --- |
| 1 | -9.34 |
| 2 | -8.79 |
| 3 | -7.32 |